No. 1
C5H12O | ωB97M-V/def2-TZVPD

```
18
Properties=species:S:1:pos:R:3:mulliken_charge:R:1
C 2.061 -0.690 -0.039 -0.62
O 1.170 -0.080 0.737 -0.28
C -0.082 -0.350 0.864 0.95
C -0.191 1.408 -1.743 -0.89
C -0.638 -1.500 0.118 -1.39
C -0.882 0.570 1.721 -1.23
H 0.652 0.729 -1.569 0.17
H 1.856 -1.700 -0.367 0.25
H 3.065 -0.326 0.119 0.21
H -0.102 1.841 -2.742 0.34
H -1.139 0.865 -1.669 0.20
H -0.172 2.207 -0.997 0.23
H -0.302 -1.461 -0.933 0.41
H -0.284 -2.465 0.516 0.40
H -1.731 -1.493 0.145 0.30
H -1.349 0.041 2.563 0.35
H -0.240 1.357 2.125 0.33
H -1.693 1.047 1.151 0.28
```

Its frontier orbital gap (alpha / beta) is 8.0 / 7.6 eV. Its energy above the lowest of the compared OMol25 structures with the same formula, charge and spin is 78.84 kcal/mol. The calculation puts the total energy at -7423.8926 eV.

=====

No. 2
C5H12O | ωB97M-V/def2-TZVPD

```
18
Properties=species:S:1:pos:R:3:mulliken_charge:R:1
C 2.667 -0.416 0.697 -1.20
C 1.618 -0.623 -0.392 -0.26
C 0.329 0.083 -0.017 -0.45
O -0.583 0.011 -1.083 -0.36
C -1.752 0.753 -0.823 -0.21
C -2.625 0.088 0.228 -1.11
H 3.592 -0.958 0.482 0.35
H 2.298 -0.771 1.667 0.32
H 2.909 0.649 0.805 0.32
H 1.418 -1.694 -0.531 0.25
H 1.974 -0.237 -1.356 0.28
H -0.083 -0.378 0.899 0.22
H 0.514 1.151 0.219 0.29
H -2.283 0.833 -1.777 0.30
H -1.471 1.772 -0.501 0.30
H -3.622 0.535 0.262 0.38
H -2.190 0.179 1.227 0.30
H -2.711 -0.978 -0.007 0.28
```

Its frontier orbital gap is 10.9 eV. Its energy above the lowest of the compared OMol25 structures with the same formula, charge and spin is 13.65 kcal/mol. The structure (SMILES) is CCCOCC. The calculation puts the total energy at -7426.7193 eV.

=====

No. 3
C5H12O | ωB97M-V/def2-TZVPD

```
18
Properties=species:S:1:pos:R:3:mulliken_charge:R:1
C 0.442 1.679 -0.594 -0.54
C -0.987 0.976 -0.645 -0.48
C -0.799 -0.411 -0.121 0.56
C -1.001 -1.371 -1.105 -0.98
C -0.673 -0.736 1.265 -0.81
H 1.082 1.395 -1.386 0.34
H 0.855 1.161 0.357 -0.78
H 0.323 2.744 -0.412 0.37
H -1.317 0.943 -1.723 0.29
H -1.670 1.487 0.138 0.27
H -1.099 -2.421 -0.752 0.25
H -1.360 -1.366 -2.129 0.31
H 1.213 0.974 1.191 0.56
H -0.239 -1.671 1.528 0.42
H -0.953 -0.020 2.039 0.26
H 1.355 -0.884 0.473 0.35
H 2.561 -1.218 1.374 0.30
O 2.264 -1.260 0.501 -0.70
```

Its frontier orbital gap is 5.6 eV. Its energy above the lowest of the compared OMol25 structures with the same formula, charge and spin is 165.78 kcal/mol. The calculation puts the total energy at -7420.1224 eV.